71
Properties=species:S:1:pos:R:3 method="wB97M-V/def2-TZVPD" charge=+1 homo_ev=-8.93 e_above_lowest_kj_mol=67.6 e_tot_ha=-2411.7132
C 0.89 -3.88 5.95
C 0.53 -3.21 4.66
C -0.78 -2.77 4.46
C -1.16 -2.17 3.26
C -2.59 -1.75 3.11
C -0.19 -1.98 2.25
N -0.60 -1.48 0.96
P -0.72 0.23 0.57
H 0.49 0.27 -0.27
N -1.82 -0.17 -0.73
C -2.78 0.77 -1.28
C -2.53 1.37 -2.53
C -1.23 1.09 -3.24
C -3.52 2.15 -3.12
C -4.76 2.32 -2.51
C -5.83 3.13 -3.18
C -5.00 1.70 -1.28
C -4.03 0.92 -0.65
C -4.36 0.22 0.63
C -2.15 -1.52 -0.74
C -1.50 -2.24 0.21
C 1.13 -2.41 2.44
C 2.13 -2.30 1.32
C 1.48 -3.01 3.65
H 1.94 -4.19 5.96
H 0.74 -3.21 6.81
H 0.26 -4.77 6.12
H -1.53 -2.92 5.24
H -2.97 -1.78 2.09
H -3.23 -2.45 3.67
H -2.77 -0.75 3.52
H -1.19 1.66 -4.18
H -0.37 1.37 -2.61
H -1.10 0.03 -3.48
H -3.32 2.62 -4.09
H -6.74 3.14 -2.57
H -5.50 4.16 -3.33
H -6.07 2.72 -4.17
H -5.98 1.82 -0.79
H -5.36 0.55 0.96
H -4.42 -0.87 0.52
H -3.66 0.46 1.44
H -2.93 -1.89 -1.39
H -1.68 -3.28 0.46
H 3.09 -2.73 1.65
H 1.81 -2.85 0.43
H 2.30 -1.26 1.03
H 2.51 -3.36 3.80
C 6.49 0.42 0.86
C 5.92 -0.57 0.06
C 4.71 -0.31 -0.59
C 4.01 0.90 -0.37
C 2.70 1.12 -0.97
S 1.86 2.59 -0.70
C 1.68 3.28 -2.40
C 2.36 2.55 -3.54
C 2.08 1.07 -3.67
S 2.05 0.04 -2.13
C 4.63 1.89 0.43
C 5.84 1.65 1.07
H 7.47 0.25 1.32
H 6.41 -1.54 -0.06
H 4.30 -1.04 -1.29
H 0.60 3.44 -2.58
H 2.12 4.29 -2.28
H 1.95 3.01 -4.44
H 3.44 2.74 -3.54
H 1.15 0.87 -4.24
H 2.89 0.59 -4.23
H 4.15 2.87 0.52
H 6.28 2.40 1.74

17
Properties=species:S:1:pos:R:3 method="wB97M-V/def2-TZVPD" charge=0 homo_ev=-8.76 e_above_lowest_kj_mol=280.1 e_tot_ha=-346.9187
C -2.04 0.85 0.16
C -1.28 -0.03 -0.78
C 0.03 0.08 -1.01
O 0.79 1.05 -0.44
C 2.18 0.78 -0.43
H -2.99 1.18 -0.27
H -2.29 0.31 1.09
H -1.46 1.73 0.44
H -1.81 -0.82 -1.31
H 0.56 -0.60 -1.69
H 2.41 -0.06 0.25
H 2.54 0.53 -1.43
H 2.68 1.68 -0.08
C 0.17 -1.67 1.37
O 0.83 -2.58 0.94
H -0.91 -1.78 1.60
H 0.60 -0.68 1.60

54
Properties=species:S:1:pos:R:3 method="wB97M-V/def2-TZVPD" charge=0 homo_ev=-6.48 e_tot_ha=-1360.2870
C -0.61 -1.36 1.79
C -0.30 -1.12 3.26
C -0.80 -2.26 4.15
O 1.11 -0.96 3.48
C 1.68 0.24 3.14
O 2.87 0.39 3.34
C 0.79 1.29 2.65
C 1.18 2.16 1.59
C 0.33 3.22 1.16
C 0.79 4.20 0.30
C 2.08 4.13 -0.24
C 2.90 3.03 0.07
C 2.46 2.04 0.94
C -0.55 1.28 3.20
O -1.29 2.24 3.33
O -0.97 0.07 3.74
H -0.24 -0.55 1.16
H -0.14 -2.31 1.49
H -1.70 -1.46 1.67
H -0.55 -2.05 5.19
H -1.88 -2.36 4.04
H -0.32 -3.20 3.84
H -0.68 3.25 1.58
H 0.13 5.04 0.05
H 2.45 4.92 -0.89
H 3.90 2.95 -0.37
H 3.09 1.19 1.20
C -0.20 7.05 5.40
N 0.36 5.72 5.14
C -0.20 4.66 5.85
C -1.23 4.89 6.78
C -1.74 3.84 7.53
C -1.24 2.53 7.36
C -0.25 2.28 6.43
C 0.30 3.33 5.65
C 1.30 3.11 4.69
C 1.98 4.21 4.14
C 1.44 5.54 4.30
C 2.04 6.60 3.60
C 3.18 6.39 2.83
C 3.75 5.11 2.74
C 3.16 4.04 3.39
H 0.32 7.80 4.81
H -1.26 7.07 5.13
H -0.10 7.32 6.46
H -1.64 5.89 6.91
H -2.53 4.03 8.26
H -1.64 1.71 7.96
H 0.15 1.28 6.28
H 1.76 2.13 4.61
H 1.62 7.61 3.64
H 3.63 7.23 2.29
H 4.65 4.95 2.14
H 3.59 3.04 3.34

72
Properties=species:S:1:pos:R:3 method="wB97M-V/def2-TZVPD" charge=0 homo_ev=-9.72 e_above_lowest_kj_mol=83.1 e_tot_ha=-1203.1120
C 15.66 10.41 8.39
C 16.64 11.06 9.38
C 15.96 12.12 10.19
O 17.12 10.03 10.26
H 14.66 10.33 8.81
H 15.96 9.42 8.09
H 15.60 11.09 7.52
H 17.47 11.47 8.80
H 16.65 12.50 10.93
H 15.12 11.68 10.74
H 15.54 12.91 9.56
H 18.06 10.14 10.42
C 18.91 18.59 8.90
C 18.31 18.36 7.56
C 17.91 16.91 7.38
O 17.13 19.20 7.43
H 19.09 19.64 9.10
H 19.86 18.06 8.97
H 18.27 18.21 9.70
H 19.00 18.67 6.77
H 18.71 16.17 7.40
H 17.47 16.81 6.38
H 17.12 16.65 8.09
H 16.62 18.90 6.67
C 18.26 9.61 4.02
C 19.20 8.93 4.97
C 18.57 8.62 6.32
O 19.75 7.75 4.39
H 17.55 10.27 4.53
H 17.69 8.87 3.44
H 18.80 10.24 3.32
H 19.98 9.67 5.19
H 17.60 8.11 6.19
H 18.35 9.56 6.84
H 19.15 7.93 6.93
H 19.00 7.16 4.28
C 20.80 12.78 5.61
C 19.72 13.24 4.64
C 18.43 13.57 5.30
O 20.24 14.42 3.94
H 20.53 11.85 6.10
H 20.93 13.54 6.40
H 21.76 12.69 5.12
H 19.66 12.41 3.91
H 18.01 12.71 5.84
H 17.70 13.91 4.57
H 18.56 14.31 6.09
H 19.53 14.78 3.39
C 18.55 14.96 1.10
C 17.51 14.14 0.41
C 17.80 13.93 -1.10
O 17.54 12.85 1.12
H 18.75 15.91 0.62
H 19.45 14.36 1.13
H 18.09 15.19 2.07
H 16.49 14.52 0.55
H 18.28 14.78 -1.58
H 16.91 13.64 -1.67
H 18.48 13.08 -1.23
H 16.88 12.29 0.69
C 22.62 10.05 3.67
O 22.60 8.85 4.42
H 22.22 9.87 2.66
H 21.98 10.84 4.10
H 23.63 10.43 3.62
H 21.73 8.43 4.33
C 22.39 16.90 3.62
O 22.81 15.65 4.14
H 23.19 17.63 3.74
H 22.09 16.86 2.57
H 21.54 17.30 4.21
H 22.00 15.08 4.11

10
Properties=species:S:1:pos:R:3 method="wB97M-V/def2-TZVPD" charge=0 multiplicity=3 homo_ev="-6.30 / -10.77" e_above_lowest_kj_mol=0.0 s2=2.010 e_tot_ha=-3002.0361
C -0.11 -0.51 -0.29
C -0.44 0.01 1.12
O -0.12 -1.87 -0.42
O 0.03 0.96 1.66
F 1.85 1.89 -1.43
F -1.27 -0.84 1.70
Br -1.40 0.41 -1.31
H 0.76 -0.05 -0.66
H -0.90 -2.16 0.19
H 1.60 2.16 -0.56

7
Properties=species:S:1:pos:R:3 method="wB97M-V/def2-TZVPD" charge=0 homo_ev=-8.90 e_above_lowest_kj_mol=93.3 e_tot_ha=-910.4766
C 0.26 1.19 -0.54
C 0.93 0.68 0.42
O -0.30 1.85 -1.31
Cl -1.59 -2.18 -0.29
I 3.03 0.77 0.05
H -2.74 -2.33 0.55
H 0.41 0.01 1.13